(1)
14
Properties=species:S:1:pos:R:3:forces:R:3:mulliken_charge:R:1 method="wB97M-V/def2-TZVPD" lumo_energy_ev=0.67 total_energy_ha=-320.75804 fmax_ev_per_a=3.59
C 0.17377 -1.46219 -0.10089 0.07 0.04 -0.56 -1.26
C -0.12001 0.00293 -0.30284 0.16 0.91 0.27 0.73
C 0.92285 1.00344 -0.00581 0.32 0.07 0.28 -0.17
C 2.16624 0.72049 0.37291 -0.15 0.03 0.03 -0.80
N -1.26072 0.36234 -0.71688 -1.51 0.32 0.79 -0.60
N -3.09853 -0.38013 0.02637 -1.94 2.95 0.63 0.09
N -3.39727 0.70942 0.18431 0.05 -3.50 0.19 -0.21
H -2.15982 1.26723 -0.20054 3.01 -0.78 -1.70 0.40
H 0.63146 2.03150 -0.19252 -0.04 0.00 0.12 0.33
H -0.71980 -2.04150 -0.31625 0.04 0.00 -0.05 0.30
H 0.98603 -1.77520 -0.75834 0.03 -0.14 0.05 0.35
H 0.47516 -1.64851 0.93104 0.02 0.12 -0.01 0.35
H 2.88813 1.50337 0.55850 0.01 0.05 -0.08 0.25
H 2.51254 -0.29319 0.52093 -0.06 -0.07 0.04 0.24

---

(2)
84
Properties=species:S:1:pos:R:3:forces:R:3:mulliken_charge:R:1 method="wB97M-V/def2-TZVPD" lumo_energy_ev=-0.55 total_energy_ha=-1894.15397 fmax_ev_per_a=1.78
H -0.48855 1.78183 0.07519 -0.15 -0.27 -0.52 0.18
N -0.14024 0.86064 0.35875 0.26 0.15 0.78 -0.40
C 0.26303 1.00493 1.55332 -0.31 0.71 -0.05 -0.29
C 0.22439 2.33967 2.28932 0.80 -0.51 0.62 -0.84
C 1.47374 3.19918 2.05573 -1.20 -0.40 0.18 0.89
C 1.51326 4.41983 2.70986 0.13 -0.01 -0.02 -1.02
C 2.62575 5.22518 2.57502 -0.82 0.69 0.63 -0.82
C 3.67026 4.80647 1.79524 1.49 0.47 -0.57 0.78
C 3.62707 3.59981 1.11565 0.41 -0.11 -0.28 0.25
C 2.51679 2.79526 1.25048 -0.02 -0.63 -0.38 -0.44
C 4.81768 3.22808 0.25592 0.05 -0.24 -0.40 -0.34
O 4.71181 2.74176 -0.85377 0.03 0.07 1.00 -0.54
C 6.14863 3.55759 0.90004 -1.69 -0.14 -0.54 0.63
C 7.21891 2.71230 0.82198 0.12 -0.03 -0.15 -0.71
C 8.39323 3.06966 1.47704 0.50 -1.04 -0.36 0.76
C 9.56919 2.11940 1.38981 -0.49 -0.37 0.02 -0.98
C 9.42989 0.88486 2.32692 0.68 -0.03 -0.39 -1.04
C 8.43333 4.24676 2.18174 0.51 0.42 0.48 -0.62
C 7.34764 5.10155 2.23479 0.39 0.67 0.40 -0.87
C 6.18744 4.75750 1.59236 -0.56 0.45 0.00 0.48
C 4.94192 5.60802 1.63365 -0.03 0.28 0.28 -0.19
O 4.96204 6.82412 1.57550 0.12 -1.07 0.25 -0.54
H 0.69458 0.16945 2.11705 -0.08 -0.01 -0.32 0.41
H 0.22887 2.11888 3.36854 -0.19 0.08 -0.18 0.33
H -0.68079 2.92482 2.09731 0.10 -0.21 -0.27 0.45
H 0.66976 4.71304 3.32899 0.16 0.06 -0.04 0.46
H 2.63787 6.17530 3.10281 0.28 -0.06 -0.20 0.42
H 2.47012 1.83159 0.75071 0.06 0.21 -0.11 0.49
H 7.11627 1.79233 0.25230 0.17 0.10 0.06 0.49
H 9.57069 1.71904 0.36906 0.22 0.30 0.08 0.33
H 10.50859 2.65082 1.56529 -0.11 -0.13 -0.04 0.44
H 10.06973 0.98508 3.20949 -0.45 0.09 0.09 0.30
H 8.39142 0.67314 2.59139 0.16 0.15 0.11 0.35
H 9.81608 0.00426 1.79817 -0.13 0.11 0.13 0.29
H 9.33822 4.51684 2.72096 -0.06 -0.04 -0.12 0.39
H 7.43423 6.02709 2.79769 -0.17 -0.06 -0.14 0.44
C -2.21226 -3.17996 -0.94549 -0.21 0.07 -0.13 -0.81
N -2.71244 -2.02196 -1.65645 0.04 0.06 0.00 0.10
C -3.85846 -2.18138 -2.53647 0.13 0.14 -0.05 -0.73
C -2.14737 -0.80489 -1.52566 0.12 -0.11 0.07 0.32
O -2.52397 0.20433 -2.09709 -0.10 -0.02 -0.02 -0.66
H -1.90578 -3.94575 -1.66160 0.01 -0.10 0.11 0.27
H -2.99866 -3.58484 -0.30554 0.07 -0.13 0.00 0.29
H -1.35650 -2.90675 -0.32963 0.00 0.07 -0.04 0.30
H -3.57897 -1.88933 -3.55090 -0.10 0.05 0.00 0.30
H -4.66735 -1.53136 -2.19956 -0.05 -0.03 -0.11 0.29
H -4.19385 -3.21517 -2.53033 0.05 0.10 0.08 0.21
H -1.28959 -0.79515 -0.83830 0.00 -0.01 -0.01 0.19
C -6.41087 -8.09940 -3.27059 0.31 0.60 -0.25 -0.88
N -5.80642 -6.77690 -3.20001 -0.10 -0.11 -0.02 0.16
C -5.30109 -6.16115 -4.41476 0.03 0.16 0.24 -0.95
C -5.69900 -6.10291 -2.04536 -0.03 -0.02 0.06 0.12
O -5.20322 -4.99411 -1.92713 -0.01 -0.12 -0.01 -0.59
H -5.68086 -8.81082 -3.65460 -0.13 -0.14 0.05 0.35
H -7.27185 -8.06603 -3.94208 -0.02 -0.14 0.03 0.31
H -6.73698 -8.42330 -2.29148 0.08 0.08 0.05 0.22
H -4.23530 -5.95460 -4.30541 -0.01 0.05 -0.10 0.28
H -5.81769 -5.21603 -4.58934 0.08 0.01 -0.09 0.29
H -5.45875 -6.82494 -5.26120 -0.03 -0.05 0.06 0.38
H -6.11020 -6.65307 -1.18315 -0.01 -0.02 -0.02 0.24
C 4.12622 9.54629 2.29618 -0.32 0.37 -0.22 -0.99
N 3.63314 10.75290 1.65203 0.14 -0.01 0.22 0.14
C 2.47784 10.66238 0.77755 0.11 0.23 0.03 -0.95
C 4.21068 11.95466 1.83730 0.02 0.05 0.04 0.10
O 3.84084 12.99373 1.32437 -0.06 -0.03 -0.05 -0.59
H 4.40918 8.82485 1.54303 0.02 -0.08 0.07 0.53
H 3.33625 9.12442 2.92352 0.10 -0.11 0.04 0.31
H 4.99152 9.77175 2.91740 -0.02 0.07 -0.02 0.30
H 2.74763 11.00382 -0.22266 -0.11 -0.01 -0.02 0.31
H 1.68064 11.30408 1.15591 -0.05 -0.02 -0.10 0.32
H 2.12753 9.63388 0.72969 0.07 -0.01 0.04 0.34
H 5.07885 11.91575 2.51761 0.00 -0.05 0.01 0.26
C -10.87156 -11.16606 -2.20869 0.14 0.04 0.26 -0.93
N -9.50052 -10.88152 -1.83089 -0.11 0.00 -0.12 0.11
C -9.16847 -10.74653 -0.42191 0.21 0.01 -0.16 -0.92
C -8.52208 -10.73797 -2.74322 0.01 -0.09 -0.07 0.13
O -7.35666 -10.49866 -2.48393 -0.22 -0.35 0.13 -0.62
H -11.52334 -10.36687 -1.85040 -0.10 -0.07 -0.06 0.35
H -11.18503 -12.11187 -1.76263 -0.12 0.02 -0.06 0.34
H -10.96159 -11.23796 -3.29068 0.06 0.01 0.01 0.29
H -8.75379 -9.75506 -0.23647 0.01 -0.04 0.11 0.26
H -8.41773 -11.48944 -0.15029 0.00 0.05 0.09 0.30
H -10.05872 -10.88837 0.18559 -0.03 -0.01 -0.07 0.38
H -8.87625 -10.85881 -3.78065 -0.03 -0.01 0.01 0.32

---

(3)
24
Properties=species:S:1:pos:R:3:forces:R:3:mulliken_charge:R:1 method="wB97M-V/def2-TZVPD" lumo_energy_ev=0.60 smiles=N[C@@H](CO)CCO.O.O total_energy_ha=-517.04342 fmax_ev_per_a=3.93
N -1.53709 1.29893 0.81006 1.03 0.59 2.62 -0.70
C -1.38216 0.42840 -0.30202 1.89 0.53 -1.94 0.27
C 0.16522 0.40650 -0.84956 -0.99 -0.92 1.32 -0.05
O 0.42123 1.52700 -1.64434 0.38 1.58 0.00 -0.61
C -1.95691 -0.93953 -0.07349 2.07 -3.15 -1.11 -0.91
C -1.03938 -2.13566 0.49635 0.61 0.35 -0.59 -0.45
O 0.18922 -2.07207 -0.25034 0.10 -0.80 0.30 -0.50
H -1.40482 2.27038 0.52816 0.15 -0.33 0.25 0.30
H -0.81912 1.07566 1.60758 -1.73 0.60 -2.14 0.26
H -1.93759 0.85072 -1.22434 0.61 -0.32 1.58 0.22
H 0.25910 -0.50943 -1.41565 0.37 0.20 -0.24 0.41
H 0.97233 0.42417 -0.01206 -1.89 -0.30 -1.25 -0.12
H 0.21834 1.40635 -2.56689 -0.24 -0.35 -0.28 0.32
H -2.15168 -1.34161 -1.12130 -0.36 0.37 1.38 0.28
H -2.77988 -1.03123 0.58723 -1.38 0.65 0.13 0.38
H -1.56177 -3.06791 0.22863 -0.03 0.23 0.08 0.28
H -0.84551 -2.23386 1.59097 -0.20 0.76 -0.58 0.33
H 0.98858 -2.48311 0.12120 -0.85 0.09 0.33 0.27
O 2.40488 -0.28595 1.50247 1.90 -0.01 -2.08 -0.65
H 2.83113 0.59293 1.41587 -0.82 -0.54 0.42 0.32
H 1.81138 -0.39862 2.20308 -1.01 0.50 1.71 0.29
O 2.77683 2.01522 -0.32928 -0.13 -0.29 -0.25 -0.69
H 2.12791 2.71158 -0.35188 -0.07 1.23 0.59 0.31
H 2.24973 1.49113 -0.95046 0.61 -0.67 -0.22 0.44

---

(4)
37
Properties=species:S:1:pos:R:3:forces:R:3:mulliken_charge:R:1 method="wB97M-V/def2-TZVPD" lumo_energy_ev=0.70 smiles="CCCCC(=O)OCC(=O)NC(=O)NC(C)C" total_energy_ha=-841.69506 fmax_ev_per_a=0.67
C -5.99141 -0.81110 -0.10087 0.16 -0.20 0.01 -1.16
C -4.65947 -1.52593 -0.29725 0.02 0.22 -0.10 -0.52
C -3.47673 -0.56743 -0.43901 -0.12 -0.20 0.16 -0.37
C -3.20532 0.21215 0.84537 0.01 -0.08 -0.28 -0.37
C -1.97538 1.07647 0.79662 -0.16 0.01 0.43 0.46
O -1.40324 1.50021 1.77244 -0.01 0.03 0.02 -0.70
O -1.58378 1.35150 -0.45157 -0.08 -0.18 -0.30 -0.31
C -0.49120 2.24730 -0.62744 0.29 0.41 0.00 -0.71
C 0.86948 1.53783 -0.58710 -0.50 0.18 -0.03 0.83
O 1.58714 1.50331 -1.56583 0.10 0.09 -0.35 -0.71
N 1.16292 0.99461 0.61419 0.10 -0.24 0.61 -0.06
C 2.30841 0.23343 0.99590 -0.32 0.28 -0.36 0.47
O 2.36278 -0.19946 2.12211 0.02 -0.17 0.50 -0.68
N 3.22231 0.07594 0.03549 0.27 0.00 -0.43 -0.15
C 4.45524 -0.66099 0.23293 0.16 -0.13 0.09 0.18
C 4.51116 -1.83648 -0.73956 -0.04 0.11 0.29 -1.41
C 5.64740 0.27394 0.04412 -0.19 -0.16 0.19 -1.40
H -6.16117 -0.09496 -0.90194 -0.07 0.11 -0.07 0.29
H -6.01927 -0.28246 0.84847 -0.08 0.10 0.09 0.31
H -6.80721 -1.52994 -0.10754 -0.13 0.01 0.03 0.37
H -4.71644 -2.13503 -1.20171 0.03 -0.07 0.05 0.32
H -4.48098 -2.19996 0.54332 0.03 -0.10 -0.02 0.32
H -2.58509 -1.14098 -0.69950 0.02 0.05 -0.07 0.33
H -3.66965 0.13089 -1.25456 0.05 -0.03 -0.06 0.26
H -3.09604 -0.46360 1.69670 0.02 0.11 0.01 0.30
H -4.04292 0.87848 1.06847 0.04 0.02 0.08 0.25
H -0.51734 3.01997 0.15049 -0.02 -0.09 -0.16 0.38
H -0.62286 2.69014 -1.61625 0.11 -0.12 0.19 0.34
H 0.49906 1.12184 1.37769 0.13 0.00 -0.22 0.26
H 3.04873 0.49610 -0.87160 -0.14 0.03 0.16 0.35
H 4.43076 -1.02977 1.26349 0.02 0.06 -0.18 0.37
H 4.50186 -1.47609 -1.76615 0.01 0.01 -0.15 0.33
H 5.41914 -2.41127 -0.58028 0.12 -0.09 -0.04 0.40
H 3.65546 -2.49040 -0.59177 -0.07 -0.07 -0.02 0.36
H 6.57559 -0.26313 0.21794 0.15 -0.03 -0.02 0.40
H 5.59009 1.10434 0.74321 0.02 0.09 0.04 0.36
H 5.65795 0.67051 -0.96902 0.04 0.06 -0.13 0.33

---

ΔE to the lowest compared entry with this formula, charge and spin readings, ordered: 328.9, 0.0, 312.8, 6.7 kJ/mol